Entry from the OMol25 dataset: a molecular structure, C22H42N2O11P2S2 (ωB97M-V/def2-TZVPD).

Cartesian coordinates (Å):
H (6.404, 0.209, 5.153)
H (0.127, -7.831, 0.641)
H (-0.736, -4.800, 0.502)
H (2.726, 4.254, 5.381)
N (-1.011, -1.520, 1.852)
H (1.010, -1.340, 6.542)
H (3.050, 1.714, 7.039)
H (2.846, 3.361, 7.626)
C (-0.692, -1.721, 0.595)
H (4.320, 2.896, 6.757)
H (1.760, -4.723, 2.331)
H (-0.327, 1.528, -8.739)
O (-3.922, 2.476, -6.747)
O (3.140, 2.583, 4.328)
H (-0.346, 1.453, -6.206)
H (-4.130, 2.050, -2.934)
H (2.483, -2.977, 0.514)
H (6.142, 2.716, 4.907)
C (-0.310, -4.772, 1.519)
H (1.563, -2.969, -1.709)
H (5.749, 0.001, 3.529)
H (5.637, 2.474, 3.243)
H (0.164, 3.016, -6.846)
C (2.583, 3.178, 5.506)
H (1.661, -2.326, 1.936)
C (-1.422, -1.310, -1.800)
C (-3.767, 4.933, -7.084)
H (-1.216, -5.851, 3.210)
H (1.591, -5.039, 0.547)
C (-0.682, 2.332, -6.765)
H (-2.001, 3.492, -2.567)
H (-5.395, 3.830, -6.182)
C (1.206, -4.461, 1.412)
C (-3.015, 3.803, -2.314)
C (5.740, 0.651, 4.409)
H (-0.071, -1.992, -3.302)
H (-1.940, 1.182, -8.102)
S (-2.452, -0.742, 1.866)
H (-4.381, 5.788, -7.372)
C (-0.627, -6.087, 2.309)
O (-1.698, 3.017, -6.032)
C (-4.636, 3.702, -6.952)
O (-2.415, -8.019, 2.216)
O (1.891, 0.738, 5.031)
C (-0.288, -1.918, -2.232)
O (4.434, 0.676, 4.984)
P (-2.965, 2.143, -5.446)
C (-4.046, 3.108, -3.181)
H (-0.094, 0.270, 5.089)
C (0.679, -2.488, -1.277)
H (0.731, -0.327, 3.663)
S (-1.734, -7.127, 1.316)
H (-3.062, 4.883, -2.465)
H (2.056, -1.900, 5.253)
H (-1.568, 2.797, -8.681)
O (-2.310, 1.432, -4.300)
C (-1.660, -1.193, -0.389)
O (3.049, -0.343, 3.273)
C (0.838, -0.180, 4.737)
H (7.274, 2.014, 3.732)
C (6.232, 2.044, 4.053)
H (0.313, -2.228, 5.175)
N (-2.677, -0.650, 0.264)
P (3.149, 0.967, 3.996)
C (1.511, -2.956, 1.046)
H (-3.193, 3.592, -1.258)
H (-2.993, 4.787, -7.839)
H (-5.180, 3.564, -7.889)
H (-5.028, 3.553, -3.005)
H (-0.829, -3.961, 2.056)
C (0.479, -2.391, 0.061)
C (1.066, -1.491, 5.462)
O (-0.773, -7.927, 0.286)
H (1.505, 3.021, 5.536)
H (-3.269, 5.183, -6.149)
H (0.272, -6.623, 2.654)
C (-1.152, 1.938, -8.155)
C (3.239, 2.760, 6.804)
O (-3.740, 3.296, -4.564)
O (-2.719, -6.343, 0.631)
H (-2.152, -0.879, -2.492)

LUMO energy (eV): -0.61
Spin multiplicity: 1



Entry from the OMol25 dataset: C3H6N2 in the gas phase (ωB97M-V/def2-TZVPD).

Cartesian coordinates (Å):
N (-2.730, -0.713, -0.517)
H (2.346, -0.537, 0.237)
H (0.156, -0.354, 1.447)
C (-0.700, 0.863, 0.086)
H (1.399, -0.212, -1.211)
C (-1.840, -0.010, -0.289)
H (-1.080, 1.573, 0.831)
N (0.449, 0.196, 0.649)
H (1.077, -1.669, -0.260)
H (-0.419, 1.466, -0.783)
C (1.340, -0.603, -0.190)

LUMO energy (eV): 0.89
Energy relative to the best compared isomer or geometry (same formula, charge and spin) (kcal/mol): 20.94
Structure (SMILES): CNCC#N
Spin multiplicity: 1